(1)
The following is a quantum chemistry calculation of C4H9NOS2 as an isolated structure at a distorted geometry, from the OMol25 dataset.

Values from the calculation:
Energy relative to the best compared isomer or geometry (same formula, charge and spin) (kJ/mol): 444.4
Frontier orbital gap (eV): 8.727

Positions of all 17 atoms, in Å:
S: -1.6026 -1.4946 1.7453
S: 0.7851 1.4953 2.5988
O: -0.7203 1.4998 -0.9321
N: -0.1775 -1.4830 -0.5742
C: -0.7796 0.8019 0.4269
C: 0.6124 1.3624 0.9026
C: 0.6975 -1.1538 -1.6752
C: -0.8048 -0.8730 0.4348
H: 0.7418 2.4516 0.6177
H: 0.7295 -2.4746 -2.1574
H: -1.5988 1.1809 1.0520
H: 1.4201 0.7482 0.5543
H: -1.4549 1.2057 -1.5271
H: 1.7438 -0.6758 -1.1689
H: 0.0885 -0.2609 -2.4997
H: -0.4461 -2.4295 -0.4261
H: 0.7658 0.0994 2.6283

Results of the Mulliken charge analysis, in e, for atoms 1 through 6: -0.250, -0.199, -0.598, -0.143, 0.019, -0.592

(2)
The following is a quantum chemistry calculation of one molecule with the formula C4H9NOSe at a distorted geometry, from the OMol25 dataset.

Values from the calculation:
Structure (SMILES): CC[Se]CC(N)=O
Energy relative to the best compared isomer or geometry (same formula, charge and spin) (kJ/mol): 41.9
Frontier orbital gap (eV): 8.547

Positions of all 16 atoms, in Å:
Se: -0.5035 0.9600 -0.7059
O: 2.6744 0.7433 -0.8905
N: 3.2137 2.0615 0.8446
C: 2.4181 1.5901 -0.0750
C: -0.7794 -1.5778 -2.0033
C: 0.7617 1.8204 0.5030
C: 0.3627 -0.6087 -1.4762
H: 2.9913 2.8210 1.4928
H: 0.7327 1.2836 1.4968
H: 1.0226 -1.1367 -0.7194
H: 0.5575 3.0060 0.5444
H: -1.1547 -1.2613 -2.9316
H: 4.1658 1.7436 1.0005
H: -1.5376 -1.6868 -1.3141
H: 1.0254 -0.3599 -2.2173
H: -0.3334 -2.5297 -2.0251

Results of the Mulliken charge analysis, in e, for atoms 1 through 6: -0.036, -0.537, -0.338, 0.525, -1.403, -0.769

(3)
The following is a quantum chemistry calculation of one molecule with the formula C4H9NS at a distorted geometry, from the OMol25 dataset.

Values from the calculation:
Structure (SMILES): C[C@H]1NC[C@H]1S
Energy relative to the best compared isomer or geometry (same formula, charge and spin) (kJ/mol): 142.4
Frontier orbital gap (eV): 9.656

Positions of all 15 atoms, in Å:
S: -2.0092 -0.2275 0.7483
N: 0.7388 -0.6544 -0.8049
C: -0.3695 -0.0895 -1.5544
C: 0.9395 -0.3269 1.6372
C: 0.6230 0.3172 0.2637
C: -0.7947 0.6491 -0.2693
H: -1.0245 1.7188 -0.3105
H: 0.2614 -1.1865 1.7745
H: -0.0295 0.6932 -2.2487
H: 1.9592 -0.6267 1.5934
H: 0.8040 0.4292 2.4624
H: -1.0545 -0.7070 -2.1097
H: -2.9597 -0.4391 -0.1242
H: 1.2197 1.1889 0.1811
H: 1.6962 -0.7389 -1.2389

Results of the Mulliken charge analysis, in e, for atoms 1 through 6: -0.280, -0.481, -0.415, -1.419, 0.029, -0.056

Which value of energy relative to the best compared isomer or geometry (same formula, charge and spin) does entry 3 give? 142.4 kJ/mol

frontier orbital gap of number 2 (C4H9NOSe)? 8.547 eV